Record 1
Density functional theory data (ωB97M-V/def2-TZVPD) for a single C5H9NO2 molecule in a non-equilibrium geometry.

Structure (SMILES): [H]/N=C(\O)C[C@@H]1C[C@@H]1O
Net charge: 0
Highest occupied orbital energy, eV: -10.0
LUMO level, eV: 0.719
Maximum force, Eh/bohr: 0.0866
Gap between HOMO and LUMO, eV: 10.71
E_tot, Eh: -401.07543
ΔE to the lowest compared entry with this formula, charge and spin, kcal/mol: 63.6

```
17
C5H9NO2 ωB97M-V/def2-TZVPD
O -1.4132 -2.0603 -1.6845
H -1.9722 -1.9957 -0.8999
O 0.9280 0.5494 2.4275
C 0.5369 1.6927 0.2314
H 1.5795 1.4779 -0.0127
H 1.2080 -0.9328 0.2047
H -0.7014 1.8159 2.0828
H 0.1537 2.6360 -0.1586
H -1.4274 0.6725 0.0288
N 0.3728 -1.0374 -2.4903
H -0.4203 -1.4838 -3.1747
C -0.1137 -1.3549 -1.3759
H -0.3480 -1.6152 0.6951
C 0.1237 -0.8806 0.0207
H 1.8315 0.8004 2.2156
C -0.3897 0.5033 0.3223
C 0.0519 1.2126 1.5677
```

Calculated atomic charges, method natural (NBO), unit e: O -0.763; H 0.465; O -0.704; C -0.443; H 0.217; H 0.249; H 0.186; H 0.229; H 0.219; N -0.634; H 0.375; C 0.541; H 0.229; C -0.491; H 0.475; C -0.239; C 0.091

***

Record 2
Density functional theory data (ωB97M-V/def2-TZVPD) for 8 unconnected molecules or ions with the total composition C49H49BF16N10O6S in a non-equilibrium geometry.

Structure (SMILES): COB(O)[C@]1(CC(N)(N)N)COC(=O)[C@]1(C(F)(F)C(F)(F)C(F)(F)F)S(=O)(=O)C(F)(F)C(F)(F)C(F)(F)C(F)(F)F.c1ccncc1.c1ccncc1.c1ccncc1.c1ccncc1.c1ccncc1.c1ccncc1.c1ccncc1
Net charge: 0
Highest occupied orbital energy, eV: -9.0
LUMO level, eV: 0.452
Maximum force, Eh/bohr: 0.0959
Gap between HOMO and LUMO, eV: 9.46
E_tot, Eh: -4916.41646

```
132
C49H49BF16N10O6S ωB97M-V/def2-TZVPD
F -1.5025 -6.0117 5.0777
C 1.0799 -3.9144 -0.8886
C 3.3973 0.5959 3.0836
C -4.3448 -0.7318 -4.3614
H 8.7669 7.3452 -2.4767
H -1.8978 -3.2968 -1.8370
H 1.4462 -0.1894 3.5529
H -4.3646 -3.8359 -5.6948
H -2.2515 9.3750 0.1972
H 2.3155 -5.4650 -1.3931
C -3.5754 -3.6186 0.8939
F -2.6461 -8.5278 0.7253
N -3.1956 2.1816 -2.0578
C -1.3160 -3.3541 0.3409
C 4.2865 0.8437 2.0471
C -1.2077 -6.5535 0.7924
H -0.0842 -0.6730 1.3086
F 1.2678 -5.8969 7.0933
F 1.2096 -3.8659 5.2366
H -5.8824 -1.8935 -5.3106
C 0.0371 -5.5993 6.7947
C -2.2035 -3.6945 -0.8727
C -4.0090 -2.9391 -5.2056
H -1.1007 3.2710 5.3578
C 2.6653 -0.0395 0.5480
H -4.3359 8.1611 -0.4423
C 2.1728 0.0273 2.7763
N -2.5298 5.5445 0.6633
F -1.0888 -8.4669 2.2522
C 7.7966 6.9047 -2.6699
F -0.3800 -4.4922 7.3491
C -1.4537 -8.1076 1.0552
H 7.1760 6.8965 -0.6076
H -0.9597 0.0162 -2.3407
H -0.3495 8.0648 1.1435
H -3.4786 1.8518 -4.0547
N 2.7813 0.7411 -2.3496
H 4.5808 0.6965 -0.0833
F -0.0627 -6.3406 1.4505
H 2.4421 -4.9738 0.1564
C -2.3292 8.3025 0.3278
H -5.5553 3.2202 -4.2223
F -0.7036 -6.5770 7.3177
H 2.2150 -0.9169 -3.4101
C -2.1248 -4.1244 1.4559
C 6.1625 6.0199 -4.1540
H 3.4477 2.4619 -1.4585
N 0.5540 -4.0730 -2.2171
O -4.5847 -3.5298 1.4466
H -2.3538 -4.7547 -1.1388
H -0.6209 5.5989 1.4008
H -4.9697 0.1300 -4.1756
C -0.2403 -5.6622 5.2408
H 4.6886 3.2875 -3.4539
C -2.6952 -2.8445 -4.7754
C 2.7802 0.0082 -3.4642
C 4.1431 1.5680 -4.6347
C 0.6944 5.6264 3.7534
H 5.8200 5.7523 -5.1481
O -3.1987 -4.0904 3.9697
F -1.0062 -2.6664 5.2234
F 0.9869 -4.8402 3.4015
H 0.1969 -3.2112 -2.6141
H 0.5385 -4.0258 1.1823
C -0.9712 -0.0077 -1.2476
H -1.4367 0.9229 -0.9248
H 2.3228 -0.3043 -0.4403
C -0.3389 3.7250 4.7364
C 0.6102 2.9417 4.1014
H -1.0237 5.7440 5.0378
O -3.5345 -3.3291 -0.4414
N 1.7742 -5.1976 -0.5763
C -4.8482 -1.8583 -4.9911
H 8.0743 6.7569 -4.8006
F -3.4550 -5.9532 0.5926
O -1.8406 -1.0950 -0.8603
H 0.0636 -0.1171 -0.9043
F -0.5989 -8.7329 0.2370
C 5.6880 6.0900 -1.9310
C 4.1558 2.3464 -3.4886
H -6.4083 4.3328 -2.1557
N 5.3006 5.7711 -3.1669
C -3.0134 -0.7379 -3.9732
O -1.0405 -0.8692 1.3168
H 2.4684 -2.7055 -0.0737
C -0.6788 -3.2458 4.0891
C -5.0386 3.1144 -3.2776
C 0.2310 -3.4324 0.3090
C -3.8842 2.3540 -3.1853
C -1.4218 6.2081 0.9979
C -1.2715 7.5788 0.8530
F 0.0943 -2.3379 3.4753
C -5.5086 3.7304 -2.1285
N 2.1352 -2.8763 -1.0199
C 6.9166 6.6568 -1.6298
H 2.8920 -3.2626 -1.5744
C -3.5362 6.2596 0.1610
H -4.4240 5.6925 -0.1003
C 3.4423 0.3727 -4.6264
C -0.2993 5.0974 4.5613
C -2.3564 -5.6755 1.3046
F -2.6422 -6.2428 2.4980
H 0.6208 -2.4381 0.5746
H 5.2544 1.2865 2.2486
H 2.3285 2.9999 2.8034
S -2.2463 -3.4037 3.1430
H -3.0817 2.6249 -0.0610
C -3.4881 7.6323 -0.0280
H 3.6502 0.8386 4.1070
F 0.4930 -6.7126 4.8291
C 3.4638 1.8876 -2.3796
H 3.4083 -0.2629 -5.5010
C 3.9172 0.5189 0.7511
N -2.1884 -1.7703 -4.1685
H 0.6098 1.8666 4.2112
N 1.6196 4.8921 3.1354
H 4.9678 5.8750 -1.1485
H -2.0023 -3.6678 -4.9197
N 1.7946 -0.2898 1.5374
C -4.8097 3.5622 -0.9444
C -3.6633 2.7819 -0.9634
F -0.9325 -6.4567 -0.5053
O -2.7761 -2.0730 3.1123
H -2.5739 0.1186 -3.4804
B -1.4412 -1.7196 0.2893
H -5.1443 4.0248 -0.0258
H 0.7621 6.6960 3.5825
C 0.2619 -4.4238 4.4324
H -0.1008 -4.8372 -2.3206
C 7.4156 6.5800 -3.9612
C 1.5647 3.5715 3.3173
H 4.6722 1.8894 -5.5236
```

Löwdin atomic charge list, values in e, 99 entries: F 0.178; C -0.613; C -0.081; C -0.053; H 0.106; H 0.108; H 0.101; H 0.101; H 0.104; H 0.074; C -0.469; F 0.213; N 0.075; C -0.157; C -0.067; C -0.352; H 0.047; F 0.216; F 0.139; H 0.107; C -0.599; C -0.108; C -0.071; H 0.109; C -0.140; H 0.101; C -0.148; N 0.077; F 0.210; C -0.081; F 0.212; C -0.588; H 0.102; H 0.072; H 0.100; H 0.089; N 0.053; H 0.097; F 0.148; H 0.076; C -0.082; H 0.103; F 0.175; H 0.095; C -0.100; C -0.157; H 0.104; N 0.107; O 0.225; H 0.129; H 0.089; H 0.090; C -0.345; H 0.076; C -0.162; C -0.142; C -0.075; C -0.184; H 0.104; O -0.232; F 0.169; F 0.160; H 0.078; H 0.108; C -0.023; H 0.073; H 0.055; C -0.069; C -0.058; H 0.104; O 0.082; N 0.070; C -0.071; H 0.101; F 0.171; O 0.050; H 0.078; F 0.164; C -0.152; C -0.060; H 0.107; N 0.046; C -0.143; O 0.117; H 0.063; C -0.479; C -0.067; C -0.025; C -0.169; C -0.143; C -0.070; F 0.121; C -0.072; N 0.079; C -0.073; H 0.081; C -0.151; H 0.064; C -0.068

***

Record 3
Density functional theory data (ωB97M-V/def2-TZVPD) for 3 unconnected molecules or ions with the total composition C6H18O3 in a non-equilibrium geometry.

Structure (SMILES): CCO.CCO.CCO
Net charge: 0
Highest occupied orbital energy, eV: -9.2
LUMO level, eV: 0.689
Maximum force, Eh/bohr: 0.0405
Gap between HOMO and LUMO, eV: 9.93
E_tot, Eh: -465.05787
ΔE to the lowest compared entry with this formula, charge and spin, kcal/mol: 32.6

```
27
C6H18O3 ωB97M-V/def2-TZVPD
H 1.2481 3.0278 0.3634
C 1.1993 -3.7633 -0.1335
O -1.7937 2.3213 0.3149
H -3.4401 2.7974 -0.9252
O -0.7271 -2.3506 0.2707
H 0.3329 -3.3704 1.7317
H -0.7149 -2.5120 -0.6755
H 0.5062 -4.4538 -0.6140
H 2.5248 2.7891 1.6562
H 0.4310 -0.4829 0.4081
C -2.7168 2.0165 -0.6902
H -0.9982 1.7842 0.2957
H -3.4135 1.3364 -0.2003
C 0.5150 -2.8217 0.8077
H -1.4182 0.4878 -1.5300
C -1.9381 1.3796 -1.8802
O 0.4220 0.4745 0.3375
H 2.3275 0.3760 1.2415
C 1.5888 2.4431 1.2178
H 1.1611 -1.9979 1.1113
H -2.5718 1.1027 -2.7227
H -1.1281 2.0746 -2.1014
H 1.6332 -3.0512 -0.8354
C 1.7608 1.0244 0.5733
H 2.0340 -4.2809 0.3394
H 2.3503 1.0599 -0.3429
H 0.8255 2.5895 1.9821
```

Calculated atomic charges, method natural (NBO), unit e: H 0.214; C -0.643; O -0.758; H 0.170; O -0.719; H 0.173; H 0.468; H 0.218; H 0.213; H 0.493; C -0.052; H 0.499; H 0.149; C -0.062; H 0.209; C -0.643; O -0.766; H 0.158; C -0.642; H 0.144; H 0.207; H 0.207; H 0.203; C -0.059; H 0.225; H 0.166; H 0.229

***

Record 4
Density functional theory data (ωB97M-V/def2-TZVPD) for a molecular structure, C23H22ClFFeN3O5 in a non-equilibrium geometry.

Net charge: +2
Highest occupied orbital energy (spin up / spin down), eV: -13.0 / -12.9
LUMO level (spin up / spin down), eV: -5.814 / -8.346
Maximum force, Eh/bohr: 0.0470
Gap between HOMO and LUMO (spin up / spin down), eV: 7.20 / 4.60
<S²>: 8.79
Spin multiplicity: 6
E_tot, Eh: -3253.39835

```
56
C23H22ClFFeN3O5 ωB97M-V/def2-TZVPD
H -3.8538 -6.3683 0.4779
C 2.0646 3.4680 -2.8722
C -2.7717 -4.7442 -2.2592
C 2.3809 1.3950 -1.6144
H -3.4617 -6.9670 -4.1284
H -4.8327 -8.9578 -3.8256
C -3.4407 -5.3980 2.7405
H 3.0854 3.3793 -3.2125
O -0.3786 1.7760 -0.7646
C -1.4105 -2.4528 0.3648
C -6.1179 -8.0645 -1.5576
H -5.4465 -5.6066 3.4913
C 1.3017 4.5563 -3.2676
C -2.0837 -3.5854 -0.2542
O 2.1237 0.5249 -0.7779
H -4.8349 -5.8871 -3.8669
H -4.3654 -7.9005 -0.3531
O -0.8520 -1.5864 -0.3613
H -3.0304 -5.3129 3.7474
H -7.1472 -8.7275 -3.2552
N -4.1186 -6.7964 -2.1201
H -4.1026 -8.8614 -1.7843
H -6.6049 -7.2545 -1.0121
C -0.0394 4.6607 -2.8554
O -0.9321 -1.5146 3.8908
H -7.0108 -7.0853 -3.1653
N -2.6993 -4.4904 1.8819
Fe 0.2398 0.1216 0.2266
C -2.1286 -3.7031 -1.6503
C -4.9134 -4.9990 2.7665
H -1.6111 3.7729 -1.7058
C -0.5847 3.7169 -2.0353
N -6.5063 -7.9659 -3.0062
C -3.3729 -5.6334 -0.1396
H -0.6301 5.4984 -3.1926
O -0.2689 -0.3933 2.0899
H -2.1159 -3.3984 3.5446
C -4.5964 -7.9568 -1.4125
C 1.5404 2.4892 -2.0148
H -5.0040 -3.9553 3.0605
H -5.3806 -5.1138 1.7910
H -6.4596 -9.0110 -1.1386
C -4.3847 -6.8364 -3.5532
H -3.2971 -6.4305 2.4143
C -1.4614 -2.4388 1.7929
C -5.3225 -7.9867 -3.9071
H -5.6532 -7.8706 -4.9394
C -2.0985 -3.4470 2.4620
H -1.6443 -2.9476 -2.2493
C 0.1735 2.6071 -1.5508
F -2.7599 -4.7760 -3.6090
H 3.3548 1.3386 -2.1241
C -2.7209 -4.5841 0.5116
C -0.8377 -1.3585 2.6945
C -3.4322 -5.7619 -1.5247
Cl 1.9821 5.7814 -4.2435
```

Calculated atomic charges, method natural (NBO), unit e: H 0.209; C -0.144; C 0.311; C 0.454; H 0.243; H 0.237; C -0.210; H 0.256; O -0.636; C 0.505; C -0.239; H 0.235; C 0.040; C -0.105; O -0.626; H 0.218; H 0.251; O -0.781; H 0.235; H 0.453; N -0.450; H 0.213; H 0.237; C -0.199; O -0.614; H 0.443; N -0.332; Fe 1.654; C -0.196; C -0.620; H 0.258; C -0.158; N -0.497; C -0.320; H 0.264; O -0.873; H 0.263; C -0.231; C -0.164; H 0.229; H 0.200; H 0.244; C -0.228; H 0.205; C -0.320; C -0.244; H 0.257; C 0.159; H 0.259; C 0.427; F -0.324; H 0.167; C 0.197; C 0.793; C 0.225; Cl 0.171

***

Record 5
Density functional theory data (ωB97M-V/def2-TZVPD) for a molecular structure, C5H16LiO6 in a non-equilibrium geometry.

Net charge: -1
Highest occupied orbital energy, eV: -4.5
LUMO level, eV: 2.627
Maximum force, Eh/bohr: 0.0225
Gap between HOMO and LUMO, eV: 7.16
E_tot, Eh: -659.21545

```
28
C5H16LiO6 ωB97M-V/def2-TZVPD
O 2.8281 -1.6278 -0.1489
H 2.1366 -0.3250 2.1966
H 0.7849 -1.6590 -2.9935
O -0.3581 -1.9196 0.4747
C 0.7243 2.6874 1.3129
C 1.6394 1.4654 1.1111
H -2.4944 -1.6386 -0.7962
O -1.9611 0.7255 -1.2942
H 3.6856 -1.4106 0.2270
H -0.6022 -2.8255 0.6792
H -0.2957 2.4579 1.6368
H 0.3914 0.0758 2.2551
Li -0.1101 -0.2568 -0.7327
H -4.2671 -1.5627 -0.9194
H 2.3831 -0.7505 -0.2619
H 0.6891 3.2117 0.3573
H 0.4472 -0.1753 -3.1881
O -4.0304 0.9348 -2.1124
H 1.5009 0.9802 3.2513
C -3.1239 0.2739 -1.5713
O 1.4477 0.9118 -0.1321
O 0.4076 -0.8959 -2.5477
H 2.6800 1.8054 1.2554
H -3.2892 -1.6525 -2.3823
C -3.3298 -1.2389 -1.3713
H -0.3465 -1.4643 1.3265
C 1.4045 0.4778 2.2826
H 1.0582 3.3952 2.0855
```

Calculated atomic charges, method natural (NBO), unit e: O -1.002; H 0.203; H 0.480; O -0.954; C -0.635; C 0.128; H 0.198; O -0.847; H 0.450; H 0.482; H 0.192; H 0.154; Li 0.892; H 0.197; H 0.514; H 0.219; H 0.492; O -0.754; H 0.185; C 0.765; O -1.005; O -0.952; H 0.096; H 0.206; C -0.737; H 0.487; C -0.628; H 0.171

***

Record 6
Density functional theory data (ωB97M-V/def2-TZVPD) for 6 unconnected molecules or ions with the total composition C12H36O6S6 in a non-equilibrium geometry.

Net charge: 0
Highest occupied orbital energy, eV: -8.4
LUMO level, eV: 0.306
Maximum force, Eh/bohr: 0.3172
Gap between HOMO and LUMO, eV: 8.72
E_tot, Eh: -3318.91945
ΔE to the lowest compared entry with this formula, charge and spin, kcal/mol: 157.4

```
60
C12H36O6S6 ωB97M-V/def2-TZVPD
C 0.8129 1.2397 -3.0906
S 1.3519 3.6837 1.7374
H 2.8489 -1.6933 -4.3876
H 1.0969 0.1877 -2.6736
H -0.1941 -2.2153 -1.6926
C 3.5729 -2.3533 -4.0216
C -0.1511 4.5817 1.2934
H -5.1651 1.5947 -0.0636
H -0.5621 0.0037 0.1924
S -4.0401 -0.4633 -0.4366
H -0.5021 -1.4023 1.0744
O 0.8469 2.5187 2.4534
C -1.3801 -0.0583 -4.3576
H 1.2559 2.0437 -2.3816
C 0.1469 0.9787 7.7314
C -5.4361 0.7177 -0.4886
H 3.4799 -2.1853 -2.9086
H -0.3991 4.1467 0.2664
H -2.4821 0.0537 -4.6906
H 5.6089 -4.6873 -4.0006
H 0.7019 0.1047 4.9544
C 0.0889 -0.6563 0.7774
O 2.0439 -4.5923 -4.2906
H -3.2461 0.6587 1.9574
H -0.8091 0.0867 -5.4496
H -5.9661 0.2567 -0.0016
H -0.8261 4.4857 1.9434
H 0.8199 2.3987 -0.0646
H 1.2299 1.2587 -4.0536
S -0.9231 0.2647 6.5124
H 1.4489 -2.8843 -1.5956
H 0.2889 -3.4773 -0.5436
S -1.0091 1.3697 -3.2276
H 1.0889 0.5027 7.5424
H 4.3819 -5.9853 -3.8086
O -2.2941 0.9827 6.7804
H 0.0629 2.1037 7.6934
H -4.5821 -0.9013 1.8704
H 4.4029 -4.8153 -2.5506
C 0.6949 -2.5933 -1.0056
H -0.0061 5.6467 1.2664
H -2.9381 -1.2023 1.7144
O -4.6251 -1.8623 -0.7356
H 0.3749 -0.0133 1.6984
H -1.0661 -1.0853 -3.9476
H 0.2859 1.9147 5.1024
C 4.6089 -4.8553 -3.6606
H -0.8471 0.9617 4.2034
H 1.6389 3.9607 -0.6956
S 3.4119 -4.0183 -4.7056
O 2.2359 -0.4593 -0.7926
H 4.3039 -1.7363 -4.4756
C -3.6891 -0.4073 1.3784
H -0.2051 0.6927 8.6734
C -0.1061 0.8907 5.0724
O -1.7271 1.0527 -1.8926
C 1.7619 3.1457 0.1094
H -5.8241 1.0087 -1.4306
H 2.6619 2.5467 0.0414
S 1.4399 -1.4403 0.0794
```

Calculated atomic charges, method natural (NBO), unit e: C -0.837; S 1.278; H 0.245; H 0.267; H 0.235; C -0.877; C -0.791; H 0.217; H 0.271; S 1.206; H 0.225; O -1.018; C -0.838; H 0.248; C -0.812; C -0.713; H 0.251; H 0.225; H 0.257; H 0.234; H 0.233; C -0.886; O -0.970; H 0.252; H 0.230; H 0.173; H 0.219; H 0.246; H 0.225; S 1.195; H 0.237; H 0.247; S 1.171; H 0.221; H 0.252; O -0.977; H 0.241; H 0.241; H 0.244; C -0.844; H 0.227; H 0.244; O -0.964; H 0.268; H 0.248; H 0.249; C -0.847; H 0.264; H 0.241; S 1.224; O -1.013; H 0.243; C -0.879; H 0.238; C -0.853; O -0.982; C -0.890; H 0.231; H 0.264; S 1.263